No. 1
Below is the molecule C19H21N3OS2, with properties calculated with ωB97M-V with the def2-TZVPD basis set.

Last column: Mulliken charge in e.
Atoms and positions in Å:
C -0.50754 0.57216 -4.97627  -0.594
O -1.83965 0.90810 -4.68410  -0.436
C -2.19026 0.86318 -3.32140  -0.467
C -2.31334 -0.55407 -2.73027  -0.742
N -1.04758 -1.13723 -2.36143  -0.108
C -0.41883 -0.81700 -1.21357  0.869
N -1.05828 -0.05063 -0.33827  -0.507
C -0.46302 0.21782 0.81759  0.004
S -1.38656 1.22706 1.89735  -0.124
C -0.21029 1.31434 3.31523  -0.839
C -0.83620 2.06619 4.44122  0.379
C -0.65460 3.43845 4.56213  -0.361
C -1.24474 4.13561 5.60082  -0.544
C -2.02749 3.46948 6.52831  -0.414
C -2.21901 2.10314 6.41132  -0.542
C -1.62840 1.40624 5.37312  -0.341
N 0.72661 -0.19245 1.21865  -0.333
C 1.37561 -0.94754 0.34351  -0.476
S 2.96451 -1.59946 0.65390  -0.338
C 2.94974 -2.33651 -0.91576  0.461
C 1.81776 -2.10686 -1.62630  0.123
C 0.87909 -1.31012 -0.92058  0.125
C 1.87526 -2.78866 -2.95829  -0.270
C 3.35267 -3.23928 -3.05414  -0.825
C 3.93113 -3.20449 -1.62213  -0.415
H 0.18766 1.03301 -4.26484  0.284
H -0.34979 -0.51372 -4.97871  0.171
H -0.30405 0.95384 -5.97624  0.318
H -1.47462 1.43571 -2.71492  0.376
H -3.16586 1.35037 -3.26988  0.320
H -2.80608 -1.20840 -3.45173  0.403
H -2.91221 -0.48505 -1.82001  0.442
H -0.52047 -1.64523 -3.05161  0.121
H 0.68840 1.80270 2.94211  0.405
H 0.01880 0.28426 3.58284  0.419
H -0.04691 3.96064 3.83740  0.370
H -1.09426 5.20185 5.68642  0.367
H -2.48828 4.01382 7.33937  0.373
H -2.83090 1.57931 7.13104  0.368
H -1.78149 0.34079 5.28077  0.373
H 1.19697 -3.64709 -2.97754  0.259
H 1.61359 -2.12583 -3.78617  0.120
H 3.90159 -2.53564 -3.68017  0.298
H 3.44271 -4.22735 -3.50131  0.344
H 3.95367 -4.20084 -1.17194  0.251
H 4.94495 -2.80461 -1.59552  0.332

## Properties
Charge: 0
Frontier orbital gap in eV: 8.271
SMILES string: COCCNc1nc(SCc2ccccc2)nc2sc3c(c12)CCC3
LUMO energy in eV: 0.6138
Maximum force in eV/A: 0.78

No. 2
Below is a 13-piece molecular cluster, C7H38NO12 overall, with properties calculated with ωB97M-V with the def2-TZVPD basis set.

Last column: Mulliken charge in e.
Atoms and positions in Å:
C -0.91739 1.67942 -2.23940  -0.686
C -1.99766 0.73812 -1.41771  -0.847
C -1.55604 -0.63934 -1.08788  -0.495
C 2.60473 -0.70879 1.24121  -1.049
C 2.00848 -1.57881 0.46408  -0.059
C 0.79703 -1.20051 -0.39212  -0.766
C -0.40681 -0.77204 -0.03986  0.823
N 0.21375 1.94839 -1.23359  0.236
H -0.47844 1.14181 -3.07037  0.385
H -1.42082 2.60859 -2.52319  0.445
H -2.77677 0.70586 -2.15579  0.479
H -2.24130 1.42397 -0.58001  0.161
H -1.13585 -1.16383 -1.92893  0.315
H -2.45011 -1.18136 -0.76898  0.368
H 3.59038 -0.85192 1.70631  0.348
H 2.40829 0.35363 1.33954  0.156
H 2.25848 -2.61273 0.22118  0.319
H 1.02819 -1.56152 -1.36873  0.354
H -0.58496 -0.53689 0.98676  0.136
H -0.13618 1.85718 -0.29181  0.131
H 0.62465 2.84361 -1.47003  0.414
H 0.84805 1.15216 -1.32791  -0.051
H 2.67167 0.38972 -2.99732  0.358
H 3.42051 1.61155 -2.48489  0.260
O 2.60308 1.12757 -2.32461  -0.599
H -1.89762 -1.36581 4.01778  0.289
H -1.84370 -1.93516 2.56816  0.376
O -2.06062 -1.13717 3.09826  -0.658
H 2.65019 -3.45181 -3.08853  0.345
H 1.38319 -3.35267 -2.28010  0.330
O 1.71072 -3.23271 -3.18405  -0.730
H 2.14242 -1.65915 -3.95383  0.361
H 2.29954 -0.41590 -4.91498  0.338
O 2.60330 -0.81328 -4.09439  -0.686
H -1.58864 1.44095 1.63406  0.403
H -2.04345 0.46070 2.77712  0.367
O -1.76677 1.39533 2.57909  -0.870
H -0.38009 -3.49515 1.92230  0.370
H -1.18631 -3.35566 0.75738  0.323
O -1.33543 -3.42018 1.71569  -0.752
H 2.96874 4.33420 1.66754  0.306
H 2.74090 5.00863 0.27910  0.304
O 2.78111 4.15925 0.73656  -0.597
H -2.10731 -3.95740 -2.20840  0.267
H -1.22942 -3.33660 -3.23952  0.285
O -1.71008 -3.10471 -2.43214  -0.541
H 0.61945 -3.14892 3.92075  0.257
H 1.78935 -2.34077 3.23399  0.268
O 0.97179 -2.83352 3.08587  -0.557
H -3.33077 2.44123 1.88299  0.384
H -2.76354 3.39021 2.85533  0.339
O -3.35704 3.37846 2.09478  -0.709
H -2.65687 3.93842 -0.58807  0.283
H -2.24867 4.01337 0.93366  0.381
O -1.96420 3.66598 0.02391  -0.629
H 1.29662 1.04049 3.97356  0.279
H -0.15791 0.60246 3.81131  0.330
O 0.69617 0.31304 4.15888  -0.592

## Properties
Charge: +1
Frontier orbital gap in eV: 9.946
LUMO energy in eV: -2.3419
Maximum force in eV/A: 3.89

No. 3
Below is a 2-piece molecular cluster, C7H5O3 overall, with properties calculated with ωB97M-V with the def2-TZVPD basis set.

Last column: Mulliken charge in e.
Atoms and positions in Å:
C -0.86049 -0.38792 -0.82238  -0.508
C 0.21119 0.54852 -0.61755  -0.701
C -1.70946 -0.23318 0.29360  0.741
C 0.05843 1.14742 0.68604  0.340
C -2.80666 -0.99492 0.46496  -1.121
C 0.78307 2.02047 1.36376  -0.610
C 3.52815 -0.70192 -0.53575  0.774
O 3.41072 0.13430 0.26869  -0.353
O 3.67192 -1.54215 -1.32960  -0.425
O -1.14895 0.62223 1.15722  -0.567
H -1.27188 -1.00189 -1.60324  0.321
H 1.15054 0.44176 -1.10914  0.414
H -3.59343 -0.76214 1.17771  0.277
H -3.15667 -1.59792 -0.30320  0.282
H 1.73351 2.30734 0.90889  0.135

## Properties
Charge: -1
Frontier orbital gap in eV: 5.606
LUMO energy in eV: 2.9118
Maximum force in eV/A: 4.54

No. 4
Below is the molecule C3H4N2O, with properties calculated with ωB97M-V with the def2-TZVPD basis set.

Last column: Mulliken charge in e.
Atoms and positions in Å:
C -1.38364 0.65673 1.12440  -0.442
C -0.41040 -0.11335 0.70817  0.165
C 0.41942 -0.34170 -0.28145  0.067
N 1.37597 -1.31636 -0.55149  -0.518
N 0.27187 0.57460 -1.42441  -0.002
O -0.58765 1.40607 -1.34146  -0.285
H -1.19411 1.57129 1.68363  0.247
H -2.42160 0.40854 0.91038  0.249
H 1.81540 -1.70806 0.26748  0.245
H 2.06609 -0.97982 -1.21112  0.273

## Properties
Charge: 0
Frontier orbital gap (spin up / spin down) in eV: 8.395 / 8.394
SMILES string: C=C=C(N)N=O
LUMO energy (spin up / spin down) in eV: -0.3629 / -0.3633
Maximum force in eV/A: 0.72

No. 5
Below is the molecule C20H30ClN3O4S, with properties calculated with ωB97M-V with the def2-TZVPD basis set.

Last column: Mulliken charge in e.
Atoms and positions in Å:
C -0.36965 8.06951 2.70361  -1.416
C -0.56176 6.56911 2.55217  -0.321
O 0.71269 5.96451 2.69228  -0.394
C 0.82633 4.62623 2.62198  0.799
C -0.22268 3.73612 2.40144  -0.472
C 0.01318 2.37109 2.35465  -0.586
C 1.29197 1.88691 2.52615  -0.283
S 1.63530 0.13396 2.46305  1.452
O 0.38604 -0.56906 2.31865  -0.736
O 2.47504 -0.21979 3.56896  -0.767
N 2.56802 0.07938 1.07305  0.286
C 3.65242 -0.88004 1.07331  -1.072
C 3.15155 -2.29236 0.77748  -0.488
C 2.38577 -2.30167 -0.54354  -0.749
C 1.22675 -1.29723 -0.48075  1.176
C 0.51435 -1.24575 -1.82585  -0.211
O 0.76173 -0.37100 -2.64008  -0.708
N -0.36092 -2.23720 -2.10450  0.119
C -0.83235 -3.28691 -1.22959  -0.262
C -2.35119 -3.12764 -1.02165  -1.431
N -3.10174 -3.12422 -2.25805  0.155
C -3.28698 -4.42733 -2.87531  -0.175
C -4.57552 -4.45980 -3.69277  -1.405
C -2.57489 -2.10237 -3.14323  -0.846
C -1.06206 -2.22791 -3.37603  -0.803
C 1.79015 0.08915 -0.14426  -1.803
C 2.35538 2.74497 2.74401  -0.530
C 2.12283 4.10328 2.79156  0.051
Cl 3.41928 5.19867 3.06273  -0.215
H -1.32463 8.57678 2.60306  0.420
H 0.05307 8.29204 3.67925  0.330
H 0.31205 8.43458 1.94073  0.329
H -0.98077 6.33458 1.56469  0.373
H -1.24244 6.19082 3.32628  0.377
H -1.22755 4.10232 2.26720  0.359
H -0.79251 1.67258 2.19410  0.538
H 4.11296 -0.83132 2.06018  0.487
H 4.37732 -0.56285 0.31684  0.428
H 3.99542 -2.98267 0.73341  0.431
H 2.49018 -2.60149 1.59016  0.312
H 2.01056 -3.30494 -0.75579  0.346
H 3.05569 -2.01413 -1.35844  0.368
H 0.53892 -1.56619 0.32328  0.679
H -0.33004 -3.26029 -0.26661  0.538
H -0.62643 -4.25524 -1.70422  0.187
H -2.72149 -3.92641 -0.37659  0.422
H -2.53174 -2.17017 -0.52236  0.387
H -3.36694 -5.16548 -2.07362  0.404
H -2.44280 -4.72268 -3.51786  0.193
H -4.51299 -3.80208 -4.55536  0.323
H -4.76410 -5.47035 -4.04621  0.420
H -5.40943 -4.13908 -3.07517  0.334
H -3.09851 -2.14678 -4.09793  0.303
H -2.77977 -1.13100 -2.68299  0.374
H -0.69094 -1.38217 -3.95534  0.483
H -0.83365 -3.15662 -3.91163  0.263
H 0.97606 0.80314 -0.00658  0.396
H 2.42111 0.44102 -0.96531  0.339
H 3.34434 2.34149 2.88336  0.493

## Properties
Charge: 0
Frontier orbital gap in eV: 8.862
SMILES string: CCOc1ccc(S(=O)(=O)N2CCC[C@H](C(=O)N3CCN(CC)CC3)C2)cc1Cl
LUMO energy in eV: 0.6719
Maximum force in eV/A: 1.03

The following ΔE to the lowest compared entry with this formula, charge and spin values (in kcal per mole) correspond, in order, to the records above: 12.90 45.55 74.08 111.95 10.77.